1.
C3H12NS | the ωB97M-V functional and the def2-TZVPD basis

```
! RIJCOSX wB97M-V def2-TZVPD def2/J DEFGRID3
* xyz 1 1
C -1.825 1.076 -0.630
N -0.659 2.010 -0.747
H -2.731 1.687 -0.922
H -1.880 0.739 0.347
H -1.694 0.246 -1.369
H -0.516 2.325 -1.725
H -0.589 2.824 -0.004
H 0.211 1.473 -0.707
C 0.501 -2.256 0.347
C 1.046 -1.064 1.070
S 1.860 0.239 -0.220
H -0.372 -1.969 -0.302
H 1.303 -2.851 -0.147
H 0.082 -2.962 1.109
H 1.888 -1.454 1.685
H 0.385 -0.403 1.716
H 2.989 0.341 0.498
*
```

HOMO	-13.329	eV
total energy	-15623.529	eV
energy relative to the best compared isomer or geometry (same formula, charge and spin)	1.056	eV
HOMO-LUMO gap	9.75	eV
molecular weight	94.20	g/mol

And the Mulliken charges, in e, turn out to be: number 1, C, carries -0.709; number 2, N, carries -0.097; number 3, H, carries 0.333; number 4, H, carries 0.337; number 5, H, carries 0.312; number 6, H, carries 0.441; number 7, H, carries 0.420; number 8, H, carries -0.068; number 9, C, carries -0.851; number 10, C, carries -0.471; number 11, S, carries -0.377; number 12, H, carries 0.221; number 13, H, carries 0.298; number 14, H, carries 0.315; number 15, H, carries 0.382; number 16, H, carries 0.314; number 17, H, carries 0.198


2.
C3H12NS | the ωB97M-V functional and the def2-TZVPD basis

```
! RIJCOSX wB97M-V def2-TZVPD def2/J DEFGRID3
* xyz 1 1
N -0.681 1.856 0.779
H -0.715 2.180 -0.179
H -0.097 0.848 0.927
H -0.390 2.597 1.410
H -1.623 1.534 1.063
C 1.599 0.124 -1.521
C 0.569 -0.783 -0.928
S 0.561 -0.660 0.973
C -1.058 -1.514 1.221
H 1.820 -0.172 -2.621
H 2.602 0.016 -1.048
H 1.266 1.214 -1.517
H 0.812 -1.834 -1.129
H -0.472 -0.420 -1.184
H -1.844 -1.079 0.502
H -0.935 -2.568 0.988
H -1.413 -1.340 2.264
*
```

HOMO	-13.946	eV
total energy	-15623.972	eV
energy relative to the best compared isomer or geometry (same formula, charge and spin)	0.614	eV
HOMO-LUMO gap	10.52	eV
molecular weight	94.20	g/mol

And the Mulliken charges, in e, turn out to be: number 1, N, carries -0.520; number 2, H, carries 0.341; number 3, H, carries 0.196; number 4, H, carries 0.346; number 5, H, carries 0.397; number 6, C, carries -1.021; number 7, C, carries -0.339; number 8, S, carries -0.124; number 9, C, carries -0.818; number 10, H, carries 0.320; number 11, H, carries 0.318; number 12, H, carries 0.230; number 13, H, carries 0.385; number 14, H, carries 0.324; number 15, H, carries 0.300; number 16, H, carries 0.326; number 17, H, carries 0.339


3.
C3H12O2S2 | the ωB97M-V functional and the def2-TZVPD basis

```
! RIJCOSX wB97M-V def2-TZVPD def2/J DEFGRID3
* xyz -1 2
C 1.943 0.075 -0.024
C 2.402 1.147 1.001
C 0.823 -0.862 0.513
S -0.604 -0.881 -0.598
S -1.720 -2.611 0.267
H 2.806 -0.582 -0.156
H 1.773 0.485 -1.017
H 1.936 2.099 0.775
H 2.237 0.803 2.022
H 3.491 1.172 0.930
H 0.537 -0.694 1.549
H 1.326 -1.815 0.449
H -2.816 -1.993 -0.150
H 0.057 2.764 -2.556
H 1.545 3.193 -2.827
O 0.800 2.677 -3.160
H -0.776 1.720 2.342
H -2.062 2.543 1.961
O -1.183 2.589 2.365
*
```

HOMO (spin up / spin down)	-0.269 / -3.049	eV
total energy	-29070.459	eV
energy relative to the best compared isomer or geometry (same formula, charge and spin)	0.712	eV
HOMO-LUMO gap (spin up / spin down)	3.51 / 6.15	eV
molecular weight	144.26	g/mol

And the Mulliken charges, in e, turn out to be: number 1, C, carries -0.321; number 2, C, carries -1.150; number 3, C, carries -0.824; number 4, S, carries -0.327; number 5, S, carries -0.600; number 6, H, carries 0.201; number 7, H, carries 0.387; number 8, H, carries 0.218; number 9, H, carries 0.326; number 10, H, carries 0.367; number 11, H, carries 0.364; number 12, H, carries 0.355; number 13, H, carries 0.029; number 14, H, carries 0.322; number 15, H, carries 0.307; number 16, O, carries -0.649; number 17, H, carries 0.344; number 18, H, carries 0.320; number 19, O, carries -0.670


4.
C3H12O2S2 | the ωB97M-V functional and the def2-TZVPD basis

```
! RIJCOSX wB97M-V def2-TZVPD def2/J DEFGRID3
* xyz 0 1
C -1.872 0.875 0.681
C -1.008 1.865 -0.012
S 0.707 1.928 0.437
S 3.097 -0.146 -0.210
C 1.915 -1.109 0.613
H -2.961 0.814 0.366
H -1.699 1.012 1.756
H -1.404 -0.053 0.365
H -1.141 1.747 -1.105
H -1.336 2.877 0.233
H 2.062 -0.957 1.698
H 0.906 -0.768 0.359
H 1.939 -2.187 0.381
H -0.943 -2.976 -0.466
H 2.366 0.985 -0.268
O -0.663 -2.074 -0.192
H -0.489 -1.216 -1.546
H 0.536 -0.186 -1.157
O -0.013 -0.430 -1.932
*
```

HOMO	-8.811	eV
total energy	-29063.991	eV
energy relative to the best compared isomer or geometry (same formula, charge and spin)	7.680	eV
HOMO-LUMO gap	3.85	eV
molecular weight	144.26	g/mol

And the Mulliken charges, in e, turn out to be: number 1, C, carries -0.583; number 2, C, carries -0.417; number 3, S, carries 0.033; number 4, S, carries -0.005; number 5, C, carries -0.106; number 6, H, carries 0.322; number 7, H, carries 0.265; number 8, H, carries 0.125; number 9, H, carries 0.341; number 10, H, carries 0.384; number 11, H, carries 0.342; number 12, H, carries -0.393; number 13, H, carries 0.276; number 14, H, carries 0.206; number 15, H, carries 0.087; number 16, O, carries -0.750; number 17, H, carries 0.519; number 18, H, carries 0.047; number 19, O, carries -0.692


5.
C3H12O2S2 | the ωB97M-V functional and the def2-TZVPD basis

```
! RIJCOSX wB97M-V def2-TZVPD def2/J DEFGRID3
* xyz 0 1
C 0.205 -0.227 0.006
C 1.075 0.017 1.290
C -0.889 -1.308 0.097
S -2.046 -1.428 -1.296
S -3.288 0.317 -0.918
H -0.270 0.996 -0.176
H 0.802 -0.350 -0.849
H 0.355 0.407 2.036
H 1.780 0.821 1.203
H 1.528 -0.853 1.655
H -0.615 -2.293 0.044
H -1.513 -1.134 1.067
H -2.602 1.219 -1.565
H -1.842 2.892 0.007
H -1.176 3.928 -0.751
O -1.132 3.000 -0.644
H 3.686 -1.437 -0.005
H 2.535 -2.268 -0.826
O 3.408 -2.297 -0.374
*
```

HOMO	-9.208	eV
total energy	-29069.885	eV
energy relative to the best compared isomer or geometry (same formula, charge and spin)	1.786	eV
HOMO-LUMO gap	9.30	eV
molecular weight	144.26	g/mol
SMILES string	CCCSS.O.O

And the Mulliken charges, in e, turn out to be: number 1, C, carries 0.222; number 2, C, carries -1.410; number 3, C, carries -0.718; number 4, S, carries -0.080; number 5, S, carries -0.250; number 6, H, carries -0.057; number 7, H, carries 0.355; number 8, H, carries 0.389; number 9, H, carries 0.361; number 10, H, carries 0.397; number 11, H, carries 0.386; number 12, H, carries 0.273; number 13, H, carries 0.179; number 14, H, carries 0.311; number 15, H, carries 0.284; number 16, O, carries -0.643; number 17, H, carries 0.318; number 18, H, carries 0.325; number 19, O, carries -0.641


6.
C3H12O3 | the ωB97M-V functional and the def2-TZVPD basis

```
! RIJCOSX wB97M-V def2-TZVPD def2/J DEFGRID3
* xyz 0 1
C -1.958 0.268 1.398
C -1.600 -0.852 0.526
C -0.701 -1.904 0.769
H -2.781 -0.075 2.096
H -1.008 0.791 2.004
H -2.454 0.969 0.668
H -1.922 -0.862 -0.508
H -0.726 -2.733 0.070
H 0.042 -1.931 1.636
H 3.181 1.643 1.395
H 2.463 0.338 1.494
O 2.364 1.243 1.844
H 0.644 1.305 -1.830
H 0.282 2.826 -1.968
O 0.310 2.084 -1.346
H 0.966 -1.130 -3.494
H 1.654 -1.315 -2.079
O 1.249 -0.666 -2.677
*
```

HOMO	-8.915	eV
total energy	-9446.269	eV
energy relative to the best compared isomer or geometry (same formula, charge and spin)	1.757	eV
HOMO-LUMO gap	9.32	eV
molecular weight	96.13	g/mol
SMILES string	C=CC.O.O.O

And the Mulliken charges, in e, turn out to be: number 1, C, carries -0.751; number 2, C, carries -0.001; number 3, C, carries -0.816; number 4, H, carries 0.288; number 5, H, carries 0.233; number 6, H, carries 0.235; number 7, H, carries 0.281; number 8, H, carries 0.286; number 9, H, carries 0.242; number 10, H, carries 0.319; number 11, H, carries 0.293; number 12, O, carries -0.614; number 13, H, carries 0.336; number 14, H, carries 0.294; number 15, O, carries -0.613; number 16, H, carries 0.311; number 17, H, carries 0.308; number 18, O, carries -0.633


7.
C3H12O3 | the ωB97M-V functional and the def2-TZVPD basis

```
! RIJCOSX wB97M-V def2-TZVPD def2/J DEFGRID3
* xyz 0 1
C -2.702 -0.227 0.404
C -3.634 -0.841 -0.650
C -4.815 -0.415 -1.091
H -3.314 0.355 1.111
H -2.124 0.497 -0.139
H -2.338 -1.137 0.889
H -3.201 -1.823 -1.005
H -5.112 -0.735 -2.095
H -5.235 0.464 -0.595
H 3.605 1.511 0.412
H 3.447 2.884 -0.250
O 3.842 2.440 0.504
H 2.436 -0.324 0.366
H 2.131 -0.208 -1.171
O 1.942 0.157 -0.307
H 5.044 -1.123 1.928
H 5.390 -0.538 0.618
O 4.635 -0.938 1.070
*
```

HOMO	-9.388	eV
total energy	-9446.763	eV
energy relative to the best compared isomer or geometry (same formula, charge and spin)	1.263	eV
HOMO-LUMO gap	9.93	eV
molecular weight	96.13	g/mol
SMILES string	C=CC.O.O.O

And the Mulliken charges, in e, turn out to be: number 1, C, carries -0.917; number 2, C, carries -0.007; number 3, C, carries -0.672; number 4, H, carries 0.280; number 5, H, carries 0.277; number 6, H, carries 0.290; number 7, H, carries 0.245; number 8, H, carries 0.254; number 9, H, carries 0.252; number 10, H, carries 0.363; number 11, H, carries 0.308; number 12, O, carries -0.647; number 13, H, carries 0.311; number 14, H, carries 0.326; number 15, O, carries -0.676; number 16, H, carries 0.320; number 17, H, carries 0.318; number 18, O, carries -0.624